C4H13O4 | the ωB97M-V functional and the def2-TZVPD basis

Last column: Mulliken charge in e.
Cartesian coordinates (Å):
1 H -2.0508 -1.9577 -0.0139  0.36
2 O 0.8124 2.0031 -1.9076  -0.89
3 O 2.5642 -1.4816 0.3595  -0.72
4 H 1.9577 -2.1745 0.6419  0.27
5 H 0.8074 0.9555 -1.4074  0.35
6 H -0.1591 -0.6792 1.9173  0.32
7 H 1.1435 1.3393 1.0577  0.25
8 H -1.6805 0.0105 1.3116  0.40
9 C -0.4790 -0.4704 -0.3882  0.50
10 H -1.2689 -2.0594 -1.5794  0.34
11 H -0.0824 2.1229 -2.2417  0.26
12 H -1.2613 0.2339 -1.0202  0.03
13 C -1.0765 -1.8803 -0.5036  -1.34
14 H -0.0670 1.6368 2.3795  0.30
15 O -0.6647 2.3596 0.6125  -0.56
16 H -0.2294 2.5899 -0.2275  0.39
17 O 0.7006 -0.2489 -0.9670  -0.86
18 C 0.0785 1.3560 1.2622  -0.52
19 C -0.6034 -0.0385 1.1474  -0.62
20 H 1.9653 -0.9587 -0.2735  0.45
21 H -0.4067 -2.6584 -0.1598  0.27

Values from the calculation:
**HOMO energy**: -4.62 eV
**Maximum force**: 3.8 eV/A
**Lowest unoccupied orbital energy**: 3.93 eV
**Charge**: -1
**Gap between HOMO and LUMO**: 0.3141 Eh
**Total energy**: -12549.4635 eV

---

C44H24BCl4CoF4N4 | the ωB97M-V functional and the def2-TZVPD basis

Last column: Löwdin spin population.
Cartesian coordinates (Å):
1 C -1.9176 1.5045 -0.1632  0.00
2 C 3.2386 -0.6485 0.0803  0.01
3 C -0.1668 -1.6977 -2.7063  0.00
4 C 4.2578 -1.6554 -0.0435  0.02
5 C -0.2147 -1.8628 -5.0889  0.00
6 C 7.2378 2.2164 1.3759  0.00
7 C -1.4306 -4.1041 -0.6489  0.06
8 Cl 8.8065 2.8426 1.8038  0.00
9 C -1.8057 4.1951 -2.0593  0.00
10 C -4.7037 -1.3632 5.1279  0.05
11 Cl -0.7839 -1.2811 -6.6387  0.00
12 H 6.3217 2.8961 3.1902  0.00
13 H 7.9073 1.4608 -0.5105  0.00
14 H 1.0076 4.5969 -0.3003  0.00
15 H -3.4940 0.3887 5.3644  0.00
16 C 5.8190 1.0698 -0.1684  0.00
17 C -1.8936 4.8173 0.2526  0.00
18 F 1.8513 -4.5373 -1.5455  0.00
19 H 4.0902 -3.6951 -0.8437  0.00
20 H 5.2995 -1.5463 0.2132  0.00
21 C -4.5412 -2.4915 3.0266  0.05
22 C -3.3392 1.6498 -0.2006  -0.02
23 H -0.5205 -1.2024 -1.8117  0.00
24 H -2.6618 6.7868 0.6636  0.00
25 C 2.2648 -2.4038 -0.7333  0.02
26 F 0.6742 -4.5161 0.8107  0.01
27 H -1.6055 -6.0138 0.5711  0.00
28 Cl -3.2999 7.8972 -1.8723  0.00
29 C -0.6192 -1.2285 -3.9291  0.00
30 C 1.0712 -3.4165 -3.8042  0.00
31 H 0.9337 -3.4489 -5.9523  0.00
32 Cl -5.3885 -1.2440 6.7276  0.01
33 C -1.5846 3.8773 -0.7233  0.00
34 Co 0.2871 -0.4384 0.1331  -0.03
35 C -2.6147 -4.2061 1.2655  0.01
36 H -1.5611 3.4648 -2.8220  0.00
37 C 6.1750 2.3841 2.2486  0.00
38 C 7.0701 1.5687 0.1664  0.00
39 H -1.7214 4.5759 1.2945  0.00
40 C 0.6858 -2.7908 -2.6239  0.00
41 H 3.4328 3.5629 0.2205  0.00
42 C -1.9206 -4.9903 0.4348  -0.03
43 B 0.1312 -3.5914 -0.0675  0.04
44 H -4.8832 0.2148 0.4239  0.00
45 C -2.6705 -2.8759 0.6287  0.00
46 H -3.8753 2.5285 -0.5251  0.00
47 H -2.9829 -4.4646 2.2474  0.00
48 H 4.0894 2.0141 2.5703  0.00
49 C 2.4916 3.0393 0.1455  0.01
50 C -2.7344 -0.3668 0.5688  0.01
51 C -1.0263 2.5446 -0.3482  0.01
52 F -1.3300 -4.6684 -1.9074  0.01
53 C 4.9294 1.8876 1.8981  0.00
54 N -1.5666 0.2318 0.2929  0.04
55 C 1.2699 3.5642 -0.1273  0.00
56 H -5.8292 -3.1148 4.6329  0.00
57 N -2.1562 -2.9042 -0.5999  0.29
58 H -2.5170 0.2148 3.0984  0.00
59 H 5.6758 0.5776 -1.1220  0.00
60 C -3.8474 0.4858 0.2808  0.02
61 H -1.2907 -0.3804 -3.9770  0.00
62 C 3.6502 -2.7477 -0.5805  0.01
63 C -3.2439 -0.5173 3.4325  0.05
64 C -3.7848 -0.4170 4.7035  -0.01
65 H 1.7197 -4.2792 -3.7624  0.00
66 C -2.6347 6.3458 -1.4304  0.00
67 H -2.5076 5.6751 -3.4593  0.00
68 C -2.3327 5.4277 -2.4205  0.00
69 N 2.0170 -1.1847 -0.3048  0.00
70 C 3.3850 0.6840 0.3563  0.00
71 N 1.0067 1.2822 0.0673  0.00
72 F -0.0789 -2.3565 0.6751  0.00
73 C 0.3523 2.4623 -0.1575  0.01
74 C 0.6279 -2.9576 -5.0377  0.00
75 C -2.9820 -1.6557 1.2408  0.32
76 C 1.2050 -3.3068 -1.2901  0.01
77 C -2.4184 6.0542 -0.0939  0.00
78 C 2.3220 1.6154 0.2444  0.01
79 H -4.8718 -3.2831 2.3647  0.00
80 C -3.5941 -1.5664 2.5706  0.02
81 C -5.0927 -2.3972 4.2945  -0.01
82 C 4.7349 1.2126 0.6928  0.00

Values from the calculation:
**HOMO energy (spin up / spin down)**: -4.12 / -4.45 eV
**Maximum force**: 0.5 eV/A
**Lowest unoccupied orbital energy (spin up / spin down)**: 1.06 / 0.97 eV
**Charge**: -1
**Gap between HOMO and LUMO (spin up / spin down)**: 0.1904 / 0.1989 Eh
**Total energy**: -151245.9122 eV
**Multiplicity**: 2
**<S²>**: 0.825

---

C29H42N4O12 | the ωB97M-V functional and the def2-TZVPD basis

Last column: Mulliken charge in e.
Cartesian coordinates (Å):
1 C 0.8854 6.6059 -5.6589  0.12
2 O -4.8559 -0.4784 -2.2957  -0.30
3 O 0.9070 -6.2985 3.7569  -0.35
4 C 5.5259 -1.6752 1.8953  0.15
5 C -1.1994 4.6878 -0.0800  0.73
6 H 5.2639 -0.6775 2.2152  0.46
7 H -0.7817 4.5582 -4.2334  0.32
8 H -3.5180 6.2755 0.8880  0.27
9 H 2.2316 4.2939 4.3812  0.38
10 H -6.3256 0.2913 -3.5510  0.25
11 C -4.2346 -1.5979 -2.6848  0.67
12 O -5.1545 -2.3300 -3.2937  -0.36
13 C 1.9172 3.5787 2.4252  0.14
14 H 2.8006 -4.1667 3.1186  0.31
15 H 1.7688 -4.3612 1.5840  0.08
16 H 4.0897 -1.6486 0.2729  0.24
17 C 1.8957 -4.5530 2.6495  -0.05
18 H 1.9352 4.7215 -5.7158  0.33
19 C 0.9225 5.1106 -5.6104  -0.58
20 O -0.8717 -5.1535 4.6157  -0.55
21 H -4.0248 5.4542 -0.5174  0.32
22 H 0.3756 1.9009 0.3195  -0.30
23 H -2.8033 -3.6916 0.9593  0.26
24 O 1.8739 -1.6533 1.5709  -0.45
25 C 1.7253 4.6599 3.4880  -0.47
26 C 0.4166 0.9733 -0.2515  0.57
27 H -2.6995 4.4846 2.2268  0.27
28 H -0.2392 5.0714 2.5666  -0.09
29 H -7.0765 -2.3602 -2.5382  0.25
30 C 1.8534 -6.0604 2.7237  -0.32
31 H 7.1710 -1.7744 3.3215  0.41
32 C 5.2472 -3.4972 0.3841  -0.36
33 H 0.4296 4.7173 -6.4994  0.33
34 N 0.8742 7.7678 -5.6620  -0.40
35 H -1.9913 -4.2454 -2.5933  0.36
36 H -3.0807 -4.5125 -1.3182  0.27
37 C 0.6190 2.8974 -4.3500  -1.03
38 H 0.9235 2.4878 -5.3131  0.43
39 N 3.7875 1.8809 2.9445  -0.36
40 C 2.9728 2.5685 2.6775  0.04
41 O 0.0135 4.6248 -0.3435  -0.58
42 C -2.0803 -4.7878 -1.6521  -1.30
43 C 4.8642 -2.1990 0.7863  -0.15
44 O -1.8205 3.6860 0.4817  -0.14
45 C -6.2359 -0.4125 -2.7235  -0.28
46 C -6.4583 -1.8410 -3.2705  -0.33
47 N 6.2441 -4.1114 1.0016  -0.62
48 C -1.9119 -4.3100 0.8543  0.07
49 C -1.1693 -4.3528 -0.5412  0.13
50 H -7.0154 -1.8747 -4.2067  0.29
51 C 0.2048 -5.1438 4.0533  0.60
52 H 2.0797 4.0812 1.4717  0.26
53 C 1.1002 -0.9665 0.8699  0.57
54 H 1.3319 2.7494 -3.5389  0.21
55 N -3.1011 -6.4511 1.8170  -0.50
56 H 2.1385 5.5937 3.1070  0.25
57 C 0.2882 4.4000 -4.3690  -0.22
58 O -3.0566 -1.9080 -2.5647  -0.49
59 C 6.6288 -2.2885 2.5417  -0.67
60 H -1.5512 0.1517 0.5363  0.27
61 H 0.7392 4.9066 -3.5158  0.24
62 O -0.1371 -1.3318 0.5661  -0.26
63 C 0.2024 4.9318 3.5534  -0.88
64 C 6.9442 -3.5139 2.0119  -0.30
65 H -0.0621 5.7961 4.1626  0.42
66 C -2.5866 -5.5362 1.3373  -0.02
67 H -0.3240 2.4250 -4.0746  0.26
68 H -3.8057 3.5425 1.1153  0.29
69 H -1.1399 -0.3219 -1.1033  0.34
70 H -0.2031 3.9825 3.9033  0.37
71 O 1.5511 0.2469 0.2142  -0.36
72 O 0.6740 -4.1544 3.2869  -0.30
73 O -1.9876 5.7377 -0.3539  -0.38
74 H -6.9565 -0.1821 -1.9387  0.29
75 H 7.6807 -4.2068 2.3911  0.40
76 H -0.2459 -4.8959 -0.3402  0.25
77 H -1.1792 -3.9860 1.5934  0.13
78 C -2.9740 4.2420 1.2003  -0.29
79 C -3.2424 5.4425 0.2414  -0.47
80 H 1.0150 2.9688 2.3796  -0.09
81 H 0.5397 1.0933 -1.3279  0.03
82 H -2.2643 -5.8604 -1.7135  0.36
83 H 2.8720 -6.2541 3.0600  0.34
84 H -0.8947 -3.3705 -0.9255  0.01
85 H 4.8824 -4.0627 -0.4606  0.45
86 C -0.7271 -0.1528 -0.1088  -0.40
87 H 1.5797 -6.3777 1.7174  0.25

Values from the calculation:
**HOMO energy**: -9.19 eV
**SMILES string**: O=C1OCCO1.O=C1OCCO1.O=C1OCCO1.O=C1OCCO1.c1ccncc1.CCCC#N.CCCC#N.CCCC#N
**Maximum force**: 7.8 eV/A
**Lowest unoccupied orbital energy**: -0.37 eV
**Gap between HOMO and LUMO**: 0.3241 Eh
**Total energy**: -61279.9050 eV

---

C27H66BrF3O7PS | the ωB97M-V functional and the def2-TZVPD basis

Last column: Mulliken charge in e.
Cartesian coordinates (Å):
1 H 2.8903 2.2589 -6.8536  0.40
2 H 9.4983 0.2703 3.2595  0.29
3 H -6.8624 -0.0306 -4.6954  0.29
4 C 10.3433 0.8682 2.9055  -1.17
5 H 2.4143 -3.4695 2.3648  0.34
6 H -7.9494 -4.6830 0.9341  0.38
7 H -4.5757 -5.3478 -0.6321  0.26
8 H 6.8722 1.2914 5.9004  0.02
9 H 2.4450 -4.0389 4.0436  0.38
10 C 5.8818 1.1497 6.3366  -0.78
11 H 3.9089 0.1464 -5.7667  0.41
12 C 3.5259 2.0166 6.3973  -1.11
13 H -6.2279 -3.4960 -0.4620  0.23
14 H -3.7522 0.3718 -2.2344  0.20
15 H 3.3827 -0.3181 -4.1406  0.29
16 H 1.2936 0.6261 1.6648  0.33
17 C 2.8614 -3.3068 3.3471  -1.43
18 H 1.3445 -0.0144 -0.9323  0.77
19 H -8.7592 -0.7406 -2.5785  0.27
20 H 1.6898 3.1935 -5.9472  0.32
21 H 1.5174 0.7902 -5.3502  0.21
22 H -2.1240 -1.7211 -3.7353  0.48
23 H 10.3813 3.1946 5.4678  0.30
24 H -3.6746 0.0618 -3.9524  0.40
25 H 0.6227 -1.7166 2.9876  0.23
26 H 9.5709 1.6359 5.4577  0.22
27 O -6.6132 -4.5577 -2.1525  -0.54
28 C 4.9162 2.2003 5.8139  0.41
29 H -5.8632 -6.5357 -0.5034  0.35
30 C -1.4177 2.9240 -2.5659  0.01
31 H -9.7076 0.7531 -2.6718  0.39
32 S -0.5149 -0.2584 -2.3481  -0.04
33 H 3.0685 -1.1754 3.1599  0.11
34 C -3.7533 -2.5716 -2.6286  -1.10
35 H 2.8411 -2.3245 5.7373  0.32
36 H -5.4899 -5.4914 0.8795  0.37
37 C -3.5052 0.8166 -3.1936  -0.97
38 P -1.7235 1.2797 -3.3829  -0.10
39 C 2.6058 -1.8921 3.8434  0.63
40 C -7.6184 0.9828 -3.2038  0.49
41 C -2.7404 3.6853 -2.3389  -1.65
42 H -4.1388 1.6630 -3.4223  0.51
43 H -8.0903 2.0478 -5.0265  0.34
44 H -2.5516 4.5547 -1.7205  0.42
45 H -1.1440 -2.1617 -0.9679  1.01
46 H -3.2005 3.9829 -3.2760  0.43
47 H 0.7822 1.4905 -1.5059  0.41
48 C -7.8018 2.2685 -3.9955  -1.27
49 H -9.2307 -0.1055 -4.1473  0.36
50 F -1.9209 -0.4235 1.1055  -0.26
51 C 1.1158 -1.6040 3.9521  -1.19
52 H -3.8734 -3.5734 -2.2413  0.36
53 H 4.5243 1.2422 4.1645  0.32
54 C 3.5778 0.5285 -4.8013  -1.31
55 H 8.3609 2.4111 3.4912  0.31
56 H 5.5494 0.1449 6.0607  0.19
57 H -7.2865 1.2200 -2.1914  0.24
58 H 11.3397 1.7091 5.3534  0.38
59 C -6.5643 -4.5008 -0.7264  0.59
60 O 0.5751 0.0812 1.3214  -0.33
61 O 3.2300 -1.7023 5.1111  -0.49
62 H -6.9087 -5.4422 -2.3996  0.34
63 H 2.8425 2.7725 6.0065  0.31
64 C -0.1097 0.8801 0.3647  -0.42
65 O 1.9093 1.8515 -3.6555  -0.39
66 H 5.2897 3.1949 6.0597  0.32
67 H 5.9707 1.1985 7.4227  0.38
68 H 10.2616 0.9300 1.8195  0.31
69 C 10.3098 2.2585 3.5222  0.34
70 O 9.1028 2.9237 3.1474  -0.53
71 H -2.5005 -1.0361 -1.1323  0.21
72 C -7.9528 -4.7415 -0.1552  -1.39
73 H 0.1683 1.9015 0.6118  0.50
74 H 4.3950 1.1027 -4.3565  0.35
75 H 11.1313 2.8551 3.1241  0.30
76 C 2.5881 2.5812 -5.8574  -1.36
77 O 4.8512 2.1226 4.3864  -0.55
78 H 2.6212 2.3878 -3.2849  0.28
79 H -0.8060 3.5434 -3.2059  0.60
80 C 10.4139 2.1928 5.0382  -1.12
81 C -5.5659 -5.5264 -0.2083  -1.24
82 H 3.5365 2.0878 7.4858  0.37
83 H -8.5690 2.9017 -3.5494  0.39
84 C 2.3351 1.3907 -4.9486  0.51
85 H -6.8673 2.8316 -4.0370  0.27
86 C 0.4394 0.5708 -1.0442  -0.78
87 H 11.2673 0.3449 3.1563  0.36
88 H -0.9620 2.8352 -1.5826  0.08
89 H -3.4503 3.0892 -1.7762  0.40
90 C -2.2507 -2.2998 -2.8263  -0.05
91 H -4.2018 -1.9024 -1.8961  0.23
92 H 0.9466 -0.5883 4.3148  0.27
93 H 0.6416 -2.2816 4.6669  0.47
94 H -8.3237 -5.7267 -0.4492  0.36
95 C -8.9078 0.1807 -3.1429  -1.32
96 F -1.7973 1.5514 1.7592  -0.36
97 F -2.4039 1.2007 -0.2346  -0.13
98 H 3.1222 1.0401 6.1129  0.14
99 H -8.6577 -4.0045 -0.5414  0.31
100 O -6.5839 0.1905 -3.7984  -0.42
101 C -1.5893 0.7650 0.7028  0.55
102 H -4.3059 -2.4492 -3.5511  0.27
103 C -1.6655 -1.4921 -1.6452  -1.03
104 H 3.3741 3.2202 -5.4458  0.35
105 Br -1.3259 -4.0063 -3.0246  -0.09
106 H 3.9323 -3.5008 3.2790  0.36

Values from the calculation:
**HOMO energy**: -11.25 eV
**Maximum force**: 2.2 eV/A
**Lowest unoccupied orbital energy**: -2.57 eV
**Charge**: +1
**Gap between HOMO and LUMO**: 0.3193 Eh
**Total energy**: -141713.9644 eV

---

C5H7O2S | the ωB97M-V functional and the def2-TZVPD basis

Last column: Löwdin spin population.
Cartesian coordinates (Å):
1 H -0.3206 1.6030 0.2449  0.00
2 H -1.4944 -0.9472 0.2823  0.01
3 C -0.5515 -0.7316 -0.1112  0.02
4 H -0.0611 -0.8444 -2.0924  0.00
5 C 1.5814 0.6533 -0.2884  0.03
6 O 2.1860 -0.3871 -0.1716  0.02
7 C 0.2047 0.5266 2.1702  0.69
8 H -1.6024 -1.6535 -1.8902  0.00
9 C 0.0340 0.5495 0.4007  0.13
10 H 0.1115 -1.4512 0.1566  0.00
11 H 0.3722 -0.3930 2.6139  0.06
12 H -1.2421 0.2489 -1.9988  0.00
13 S -0.0063 1.8140 3.1062  0.98
14 O 1.7713 1.7431 -0.8209  0.05
15 C -0.9825 -0.7303 -1.6013  0.01

Values from the calculation:
**HOMO energy (spin up / spin down)**: -2.61 / -3.95 eV
**Maximum force**: 4.5 eV/A
**Lowest unoccupied orbital energy (spin up / spin down)**: 3.41 / 1.42 eV
**Charge**: -1
**Gap between HOMO and LUMO (spin up / spin down)**: 0.2210 / 0.1974 Eh
**Total energy**: -20226.1542 eV
**Multiplicity**: 3
**<S²>**: 2.008

---

C4H11NO | the ωB97M-V functional and the def2-TZVPD basis

Last column: Löwdin spin population.
Cartesian coordinates (Å):
1 C 0.0853 0.9547 -0.6667  0.26
2 H -0.0769 -1.2946 -0.5775  0.00
3 H 0.3762 -2.5212 1.0495  0.00
4 N 0.3057 -1.5740 0.6360  0.06
5 H -1.9286 0.3082 -1.1088  0.01
6 H 0.9747 0.2449 -0.8173  0.15
7 H 0.0800 -0.6059 2.5287  0.00
8 C -0.2586 0.8284 0.8926  0.01
9 O -0.5203 -1.0132 -1.6255  0.02
10 H -0.0201 1.8129 1.4411  0.00
11 H -0.9485 0.7108 -2.6674  0.00
12 H 1.7271 -0.3067 -0.6836  0.42
13 H 0.4660 2.0226 -0.9223  0.00
14 C 0.4818 -0.4021 1.5352  0.02
15 H -1.3563 0.6097 0.8983  0.00
16 H 1.5494 -0.0646 1.6822  0.01
17 C -0.9370 0.2901 -1.5945  0.02

Values from the calculation:
**HOMO energy (spin up / spin down)**: -2.39 / -2.57 eV
**Maximum force**: 3.5 eV/A
**Lowest unoccupied orbital energy (spin up / spin down)**: 4.50 / 4.41 eV
**Charge**: -1
**Gap between HOMO and LUMO (spin up / spin down)**: 0.2532 / 0.2565 Eh
**Total energy**: -7859.1629 eV
**Multiplicity**: 2
**<S²>**: 0.754

---

C4H2NO3 | the ωB97M-V functional and the def2-TZVPD basis

Last column: Mulliken charge in e.
Cartesian coordinates (Å):
1 O -0.5640 -1.7884 0.8363  -0.53
2 C -0.9640 -0.5753 1.0853  0.40
3 H -1.0507 0.1185 -1.6034  0.26
4 C 1.3753 -0.1315 0.6204  0.27
5 H 0.7640 0.3868 -1.7271  0.19
6 O -1.8700 -0.0187 1.6495  -0.62
7 C 0.0704 -0.1770 0.1015  0.58
8 C -0.1721 0.5684 -1.1659  -0.33
9 O -0.0946 1.8475 -0.6770  -0.69
10 N 2.5055 -0.2303 0.8802  -0.54

Values from the calculation:
**HOMO energy (spin up / spin down)**: -4.71 / -4.71 eV
**Maximum force**: 2.9 eV/A
**Lowest unoccupied orbital energy (spin up / spin down)**: 3.36 / 3.36 eV
**Charge**: -1
**Gap between HOMO and LUMO (spin up / spin down)**: 0.2966 / 0.2966 Eh
**Total energy**: -11811.2036 eV

---

C3H8NOP | the ωB97M-V functional and the def2-TZVPD basis

Last column: Mulliken charge in e.
Cartesian coordinates (Å):
1 C 0.9191 0.6240 -0.2988  0.21
2 P -1.2343 -1.7459 -0.3795  -0.06
3 H -2.3022 0.0331 0.7574  0.38
4 H -0.2137 0.7840 1.5121  0.30
5 H -0.6011 1.9808 0.2439  0.29
6 C -0.3686 0.9285 0.4419  -0.31
7 H -0.2832 -1.9346 0.6487  0.01
8 H 2.0653 -0.9768 0.1292  0.30
9 C -1.5417 0.0472 -0.0325  -0.78
10 H 2.8243 0.4575 0.2813  0.30
11 H -2.0026 0.4843 -0.9233  0.36
12 N 1.9493 -0.0258 0.4740  -0.51
13 H -0.2757 -1.5762 -1.4018  0.03
14 O 1.0652 0.9198 -1.4526  -0.52

Values from the calculation:
**HOMO energy**: -9.64 eV
**SMILES string**: NC(=O)CCP
**Maximum force**: 0.3 eV/A
**Lowest unoccupied orbital energy**: 0.93 eV
**Gap between HOMO and LUMO**: 0.3883 Eh
**Total energy**: -16066.4808 eV